Entry 1:
{"formula": "C5H12N2", "method": "ωB97M-V with the def2-TZVPD basis set", "smiles": "C=[NH+]C(=C)CC[NH3+]", "de_lowest_kj_mol": 84.5, "homo_lumo_gap_ev": 10.056, "charge": 2, "total_energy_ev": -8341.343, "species": ["C", "N", "C", "C", "C", "C", "N", "H", "H", "H", "H", "H", "H", "H", "H", "H", "H", "H", "H"], "xyz": [[-0.51324, 1.25139, 2.78303], [-0.85924, 0.31027, 1.99546], [-0.77414, 0.29706, 0.52333], [-1.92482, 0.54414, -0.08775], [0.55207, -0.06388, -0.06812], [0.47164, -1.01150, -1.28855], [1.68305, -0.86081, -2.18386], [-0.04637, 2.11718, 2.32229], [-0.65589, 1.13752, 3.85184], [-1.52723, -0.37016, 2.36413], [-1.96005, 0.87771, -1.12031], [-2.87073, 0.54144, 0.44146], [1.25688, -0.39904, 0.68925], [1.08530, 0.84095, -0.40911], [-0.44071, -0.79256, -1.82947], [0.58181, -2.01504, -0.89006], [2.32455, -0.17588, -1.77154], [1.39990, -0.49905, -3.09462], [2.21723, -1.72974, -2.22738]]}

Entry 2:
{"formula": "C30H65B3NO13", "method": "ωB97M-V with the def2-TZVPD basis set", "de_lowest_kj_mol": 88.1, "homo_lumo_gap_ev": 5.486, "charge": -1, "total_energy_ev": -62306.937, "species": ["C", "C", "O", "C", "C", "C", "C", "C", "C", "C", "O", "B", "C", "C", "C", "C", "C", "C", "C", "O", "C", "B", "O", "O", "O", "C", "B", "N", "O", "H", "H", "H", "H", "H", "H", "H", "H", "H", "H", "H", "H", "H", "H", "H", "H", "H", "H", "H", "H", "H", "H", "H", "H", "H", "H", "H", "H", "H", "H", "H", "H", "H", "H", "H", "H", "H", "H", "H", "H", "H", "O", "C", "O", "C", "C", "C", "H", "H", "H", "H", "H", "H", "H", "H", "O", "C", "O", "C", "C", "C", "H", "H", "H", "H", "H", "H", "H", "H", "O", "C", "O", "C", "C", "C", "H", "H", "H", "H", "H", "H", "H", "H"], "xyz": [[-0.43467, -4.29757, 2.73567], [1.07276, -4.22231, 2.45383], [1.24839, -3.59994, 1.18508], [2.26428, -2.60238, 1.16521], [2.25990, -1.92409, -0.19848], [1.02429, -1.15604, -0.68604], [0.78118, -1.58933, -2.17128], [0.38153, -3.08176, -2.30243], [1.97568, -1.40434, -3.12430], [2.63144, -0.00390, -3.20668], [1.23772, 0.22961, -0.61551], [-0.04673, 0.99724, -0.68433], [-0.16921, 2.25843, 0.36160], [0.99206, 3.27899, 0.19636], [1.62609, 3.74945, 1.52909], [3.15144, 3.99817, 1.29157], [3.90493, 2.67604, 1.51504], [5.43359, 2.93291, 1.47380], [6.20302, 1.88680, 0.66622], [5.65631, 1.73511, -0.62852], [6.32706, 2.45290, -1.63804], [-0.46051, 1.69233, -2.21287], [-1.67633, 1.45033, -2.88920], [0.39153, 2.55692, -2.92477], [-1.05918, -0.11551, -0.55124], [-0.37619, -1.25735, 0.00604], [-0.57362, -0.98203, 1.54775], [0.35615, -0.25287, 2.41106], [-1.73508, -1.43305, 2.17829], [-0.97105, -4.12582, 1.80728], [-0.73933, -5.28606, 3.09178], [-0.73168, -3.56986, 3.48680], [1.45137, -5.24776, 2.38298], [1.59896, -3.64835, 3.21860], [3.23309, -3.12460, 1.25484], [2.20251, -1.92222, 2.01504], [3.08393, -1.20198, -0.17922], [2.59082, -2.69510, -0.89000], [-0.05789, -1.04359, -2.60582], [1.25549, -3.72547, -2.18925], [-0.45029, -3.35793, -1.66125], [0.03668, -3.21095, -3.33286], [1.61527, -1.66714, -4.12416], [2.76234, -2.13932, -2.92637], [3.66638, -0.07021, -2.86752], [2.09562, 0.79118, -2.70335], [2.70657, 0.28554, -4.26196], [-0.27239, 1.94934, 1.41098], [-1.11788, 2.76495, 0.12934], [1.74990, 2.82518, -0.44762], [0.59451, 4.13878, -0.34881], [1.12006, 4.65610, 1.86535], [1.51503, 2.92356, 2.22534], [3.23839, 4.32412, 0.25328], [3.48836, 4.77083, 1.98895], [3.59869, 1.94292, 0.77009], [3.60864, 2.33573, 2.50933], [5.79144, 3.02064, 2.50214], [5.58332, 3.89731, 0.97602], [6.09785, 0.91933, 1.16892], [7.26736, 2.14851, 0.65580], [5.86897, 3.43178, -1.82163], [6.25300, 1.87929, -2.56478], [7.39062, 2.59663, -1.42161], [-2.39162, 1.51811, -2.23486], [-0.02101, 2.78791, -3.77275], [-1.03575, -2.10284, -0.21830], [1.19622, 0.01774, 1.91065], [0.58365, -0.77211, 3.24981], [-1.80767, -0.95924, 3.01882], [-4.44377, 1.58906, -2.44533], [-4.91769, 1.95882, -3.48178], [-6.25656, 1.85139, -3.65950], [-6.94012, 2.40091, -4.78282], [-6.89817, 1.47140, -5.97888], [-4.05378, 2.45952, -4.61226], [-6.56036, 3.39670, -5.01782], [-7.97205, 2.52914, -4.45635], [-5.87718, 1.30286, -6.32046], [-7.47452, 1.88677, -6.80723], [-7.31440, 0.49921, -5.71354], [-3.65137, 1.60101, -5.14751], [-3.22594, 3.01743, -4.18493], [-4.57165, 3.11443, -5.31190], [-2.72892, -6.29076, -3.69583], [-3.52093, -6.06681, -2.82112], [-3.68824, -4.80866, -2.38611], [-4.71822, -4.41317, -1.47643], [-4.30812, -4.65632, -0.03935], [-4.28040, -7.18816, -2.14830], [-5.66427, -4.89526, -1.73334], [-4.85720, -3.34544, -1.63824], [-4.13122, -5.71584, 0.15355], [-5.07750, -4.30530, 0.64896], [-3.37795, -4.12961, 0.17551], [-3.63881, -7.63711, -1.39123], [-4.51940, -7.93633, -2.90069], [-5.21566, -6.87948, -1.68674], [2.51112, 1.89211, 4.34213], [1.72679, 2.19112, 5.19787], [1.58789, 3.49273, 5.52492], [0.56638, 3.97840, 6.39293], [0.95926, 3.85423, 7.85160], [0.94823, 1.14676, 5.95946], [-0.38731, 3.49513, 6.17536], [0.44795, 5.02994, 6.13492], [1.10742, 2.81370, 8.14149], [0.18824, 4.28340, 8.49322], [1.89886, 4.37697, 8.03341], [1.58249, 0.74477, 6.74967], [0.69113, 0.35299, 5.26515], [0.01965, 1.50962, 6.39462]]}

Entry 3:
{"formula": "C5H12O3", "method": "ωB97M-V with the def2-TZVPD basis set", "smiles": "CC(C)=O.C=C.OO", "de_lowest_kj_mol": 561.3, "homo_lumo_gap_ev": 8.504, "total_energy_ev": -11516.949, "species": ["C", "C", "C", "O", "H", "H", "H", "H", "H", "H", "C", "C", "H", "H", "H", "H", "O", "O", "H", "H"], "xyz": [[-1.25525, 0.07867, 1.14227], [-1.14154, -0.82089, -0.05500], [-2.21814, -0.69651, -1.09101], [-0.44958, -1.86601, 0.00666], [-2.01143, -0.33790, 1.81506], [-0.30841, 0.10657, 1.68246], [-1.55715, 1.08230, 0.85983], [-2.13460, -1.47976, -1.84399], [-3.19637, -0.75618, -0.62396], [-2.13844, 0.28244, -1.57894], [1.43630, 0.64005, -0.93203], [1.62894, 1.76954, -0.22801], [0.39744, 0.22197, -0.98396], [2.13195, 0.34681, -1.70593], [0.87849, 2.15195, 0.44806], [2.48942, 2.40042, -0.39220], [1.94196, -1.14957, 0.28311], [2.02557, -0.56200, 1.58188], [0.88250, -1.62819, 0.21832], [2.59836, 0.21628, 1.39738]]}

Entry 4:
{"formula": "C5H32NO11", "method": "ωB97M-V with the def2-TZVPD basis set", "de_lowest_kj_mol": 198.4, "homo_lumo_gap_ev": 8.621, "charge": -1, "total_energy_ev": -29717.996, "species": ["C", "O", "C", "C", "C", "C", "N", "H", "H", "H", "H", "H", "H", "H", "H", "H", "H", "H", "H", "H", "H", "O", "H", "H", "O", "H", "H", "O", "H", "H", "O", "H", "H", "O", "H", "H", "O", "H", "H", "O", "H", "H", "O", "H", "H", "O", "H", "H", "O"], "xyz": [[0.41917, -0.49810, 0.46135], [0.83767, 0.64481, 1.03318], [0.17721, -0.35772, -1.08657], [-0.11775, -1.69929, -1.85425], [0.37187, -1.48058, -3.36336], [-1.59443, -2.13294, -1.85798], [1.23989, 0.44731, -1.75468], [1.19193, -1.31165, 0.52280], [-0.56560, -0.95390, 0.75856], [-0.72274, 0.27805, -1.14433], [0.45157, -2.54027, -1.43959], [0.38217, -2.45516, -3.85134], [-0.20473, -0.69824, -3.82008], [1.40501, -1.28023, -3.17502], [-2.22024, -1.84648, -1.00979], [-1.71309, -3.22572, -1.81695], [-2.22646, -1.94202, -2.72303], [2.06206, 0.28247, -1.17180], [0.98651, 1.41476, -1.58947], [-1.33449, 3.07503, 1.11843], [-0.45650, 3.25861, -0.02165], [-1.29203, 3.62850, 0.29755], [-1.86554, 1.25630, 1.67696], [-0.40988, 1.37441, 2.01860], [-1.29509, 1.74675, 2.27457], [-1.52900, -3.58734, 3.30765], [-2.11825, -3.67395, 1.92676], [-1.66435, -4.21801, 2.57166], [3.61891, 2.50904, -2.68287], [2.19969, 2.60978, -2.20490], [2.82493, 3.06244, -2.78961], [3.75105, 0.43797, 1.02733], [2.39321, 0.85642, 1.13022], [3.30034, 1.28608, 0.91791], [-3.44839, -3.04153, -0.20833], [-3.21944, -2.82638, 1.23054], [-3.94252, -3.00454, 0.62081], [-0.77996, 1.35507, -4.21141], [-1.72660, 1.78398, -3.10435], [-1.71347, 1.31592, -3.94159], [0.05135, -1.98257, 3.86025], [-1.07679, -1.22291, 4.10637], [-0.87134, -1.98423, 3.53486], [2.09413, -0.99750, 3.22465], [0.94141, 0.04571, 2.73984], [1.29951, -0.52771, 3.45468], [2.82761, 3.27578, 0.02371], [1.73209, 2.47799, 0.64357], [1.87241, 3.19271, 0.01633]]}

Entry 5:
{"formula": "C26H52Cl2N3O5PbSi2", "method": "ωB97M-V with the def2-TZVPD basis set", "de_lowest_kj_mol": 87.3, "homo_lumo_gap_ev": 6.483, "charge": -1, "total_energy_ev": -88567.276, "species": ["C", "C", "H", "H", "H", "C", "C", "H", "H", "H", "H", "Pb", "Cl", "C", "O", "N", "C", "C", "H", "H", "H", "H", "H", "H", "H", "H", "H", "C", "C", "N", "H", "C", "O", "H", "H", "H", "H", "H", "H", "C", "C", "N", "H", "C", "O", "H", "H", "H", "H", "O", "C", "C", "C", "H", "C", "H", "C", "H", "C", "C", "H", "H", "H", "Si", "Cl", "C", "C", "C", "H", "H", "H", "H", "H", "H", "H", "H", "H", "C", "Si", "C", "C", "O", "H", "H", "H", "H", "H", "H", "H", "H", "H"], "xyz": [[-1.83413, -0.43921, -5.62426], [-1.24313, -1.43390, -4.68651], [-1.32832, -0.50269, -6.59694], [-1.73810, 0.58601, -5.24177], [-2.90999, -0.64034, -5.78723], [-0.71494, -2.59973, -5.08836], [-0.72474, -3.08395, -6.49888], [-0.27440, -3.27512, -4.35275], [-0.15410, -2.42932, -7.17754], [-1.74758, -3.17792, -6.90761], [-0.25619, -4.07427, -6.51306], [0.21505, 1.43839, 1.79896], [-1.81789, 3.04798, 2.33489], [0.50060, -2.42800, 1.52957], [1.55698, -1.93843, 1.11203], [0.41844, -3.55290, 2.26792], [1.61569, -4.31784, 2.56611], [-0.86596, -4.09346, 2.68897], [-0.48762, -1.98215, 1.32066], [2.49826, -3.69646, 2.39850], [1.66954, -5.20982, 1.92131], [1.57231, -4.65074, 3.61123], [-1.64769, -3.77624, 1.98492], [-1.13356, -3.73483, 3.69461], [-0.81522, -5.18912, 2.69648], [1.21956, 4.53895, 5.51461], [-1.17705, 6.00933, 4.50064], [1.64950, 5.30228, 4.84960], [-0.34965, 6.51568, 3.97464], [0.75308, 5.59503, 3.74090], [2.60432, 4.94148, 4.46226], [0.67241, 4.70148, 2.74192], [1.42073, 3.70422, 2.65445], [-0.72202, 6.88025, 3.00855], [-0.12900, 4.90863, 2.01894], [1.79072, 6.22249, 5.42080], [0.01067, 7.35059, 4.58614], [1.78258, 0.60657, -4.17702], [2.23741, -2.11697, -3.85850], [2.68536, 0.66204, -3.55479], [3.05206, -1.74288, -3.21513], [2.70572, -0.45595, -2.62660], [2.69620, 1.59904, -2.99912], [2.30036, -0.30358, -1.34268], [1.98225, 0.78052, -0.83816], [3.24934, -2.47142, -2.42274], [2.28565, -1.23319, -0.75412], [3.57045, 0.58738, -4.19631], [3.95419, -1.61652, -3.83185], [-0.43169, -0.06133, -2.94515], [-1.29385, -1.04625, -3.19519], [0.09832, -2.72254, -1.82522], [-1.14769, -2.29259, -2.25564], [0.93362, -2.03808, -1.98706], [0.24886, -3.97663, -1.22442], [-2.36444, -0.80503, -3.04366], [-2.27606, -3.05706, -1.96032], [1.24413, -4.30074, -0.93661], [-0.87099, -4.77544, -1.00090], [-2.13581, -4.30235, -1.35943], [-3.25914, -2.65328, -2.22748], [-0.74364, -5.75990, -0.54139], [-3.02519, -4.92258, -1.15690], [-0.49741, 2.64108, -1.81772], [-1.16385, 0.94580, -0.39975], [1.12701, 3.36774, -1.16626], [-1.78310, 3.95952, -1.36406], [-0.63490, 2.46366, -3.65385], [1.43159, 3.02891, -0.16927], [1.04675, 4.46191, -1.09084], [1.95239, 3.14137, -1.84752], [0.10046, 1.78466, -4.08763], [-0.50571, 3.44730, -4.13400], [-1.63758, 2.10494, -3.90915], [-2.07071, 3.90256, -0.30492], [-2.68314, 3.84320, -1.98344], [-1.36031, 4.95864, -1.56679], [-1.54973, 1.44260, 5.29082], [-0.71336, -0.12177, 4.63409], [1.11351, 0.02318, 5.15427], [-1.45144, -1.69906, 5.36205], [-0.78240, -0.20347, 3.02680], [-1.73085, 1.38474, 6.37275], [-2.50914, 1.60471, 4.78508], [-0.94248, 2.33843, 5.09721], [1.23898, -0.10347, 6.23878], [1.70950, -0.75247, 4.65249], [1.53557, 1.00470, 4.88430], [-2.14093, -2.16952, 4.65313], [-0.66715, -2.42304, 5.61465], [-2.00614, -1.47438, 6.28050]]}

| no. | HOMO energy (eV) |
| --- | --- |
| 1 | -18.42 |
| 2 | -3.20 |
| 3 | -8.50 |
| 4 | -5.99 |
| 5 | -3.93 |